A structure of composition C15H41BaO7 at a distorted geometry. Source: the Open Molecules 2025 dataset; level of theory: ωB97M-V with the def2-TZVPD basis set.

Positions of all 64 atoms, in Å:
1 Ba -10.27 -7.44 11.91
2 C -9.72 -10.76 13.71
3 O -9.61 -9.62 12.93
4 H -8.90 -11.47 13.77
5 H -9.80 -10.50 14.77
6 H -10.67 -11.33 13.55
7 C -13.60 -6.94 13.58
8 O -12.37 -6.88 13.03
9 H -14.45 -7.02 12.89
10 H -13.73 -7.71 14.32
11 H -13.88 -5.99 14.15
12 C -9.61 -3.68 11.65
13 O -9.75 -4.95 10.99
14 H -10.33 -2.97 11.22
15 H -9.75 -3.73 12.73
16 H -8.62 -3.17 11.45
17 C -8.88 -5.80 16.13
18 C -10.13 -6.45 15.64
19 C -11.34 -6.41 16.59
20 O -10.35 -5.87 14.34
21 H -8.10 -5.70 15.32
22 H -8.32 -6.32 16.97
23 H -9.10 -4.83 16.50
24 H -10.03 -7.58 15.58
25 H -11.74 -5.45 16.88
26 H -11.05 -7.03 17.47
27 H -12.25 -6.86 16.14
28 H -11.31 -6.14 13.93
29 C -12.58 -7.14 7.70
30 C -11.58 -6.11 8.22
31 C -11.80 -4.62 7.99
32 O -11.57 -6.25 9.62
33 H -13.51 -7.11 8.27
34 H -12.17 -8.17 7.65
35 H -12.90 -6.87 6.71
36 H -10.56 -6.39 7.96
37 H -10.88 -4.11 8.23
38 H -12.50 -4.31 8.76
39 H -12.12 -4.39 6.94
40 H -10.95 -5.63 10.05
41 C -8.94 -9.28 9.02
42 C -9.80 -10.46 9.42
43 C -8.98 -11.70 9.75
44 O -10.65 -10.20 10.53
45 H -8.17 -9.47 8.23
46 H -8.24 -8.97 9.82
47 H -9.49 -8.41 8.73
48 H -10.51 -10.66 8.63
49 H -9.65 -12.44 10.12
50 H -8.22 -11.50 10.49
51 H -8.50 -12.03 8.82
52 H -10.11 -10.17 11.36
53 C -6.13 -7.05 11.73
54 C -6.86 -5.99 10.99
55 C -6.07 -5.47 9.86
56 O -8.06 -6.56 10.55
57 H -6.35 -7.13 12.84
58 H -5.04 -6.88 11.69
59 H -6.40 -8.10 11.36
60 H -7.08 -5.14 11.66
61 H -5.59 -6.15 9.18
62 H -5.24 -4.90 10.27
63 H -6.77 -4.80 9.24
64 H -8.68 -5.78 10.47

Results
Charge: -1


A cluster of 12 separate species, C31H39Cl23NO8PS in total at a distorted geometry. Source: the Open Molecules 2025 dataset; level of theory: ωB97M-V with the def2-TZVPD basis set.

Positions of all 104 atoms, in Å:
1 C 1.99 0.59 -4.52
2 C 0.64 -0.05 -4.83
3 S 0.09 -1.15 -3.51
4 C 0.04 0.03 -2.13
5 C -0.83 -0.41 -0.99
6 C -0.37 -0.26 0.32
7 C -1.14 -0.62 1.41
8 O -0.61 -0.41 2.68
9 C 0.55 -1.18 2.85
10 O 0.46 -2.36 2.98
11 C 1.82 -0.44 2.85
12 C 1.87 0.82 3.44
13 C 3.04 1.57 3.44
14 C 4.18 1.02 2.85
15 C 4.13 -0.24 2.26
16 C 2.96 -0.97 2.25
17 C -2.43 -1.15 1.27
18 P -3.49 -1.59 2.68
19 O -4.81 -0.98 2.47
20 O -2.85 -1.04 4.03
21 O -3.51 -3.15 2.89
22 C -2.88 -1.32 -0.04
23 C -2.11 -0.95 -1.14
24 C -2.97 -1.22 -2.36
25 O -3.03 -0.67 -3.41
26 N -3.84 -2.28 -1.93
27 C -3.29 -3.62 -1.98
28 C -4.34 -4.64 -1.56
29 O -5.34 -4.85 -2.12
30 Cl -3.93 -5.60 -0.11
31 C -4.19 -1.89 -0.58
32 O -5.25 -2.02 -0.09
33 H 2.42 1.07 -5.39
34 H 1.88 1.36 -3.75
35 H 2.69 -0.17 -4.17
36 H 0.66 -0.58 -5.77
37 H -0.08 0.77 -4.95
38 H 1.06 0.09 -1.74
39 H -0.21 1.03 -2.46
40 H 0.61 0.15 0.45
41 H 0.98 1.21 3.91
42 H 3.03 2.55 3.89
43 H 5.08 1.62 2.85
44 H 5.05 -0.62 1.82
45 H 2.91 -1.95 1.78
46 H -2.73 -0.08 3.98
47 H -2.94 -3.40 3.63
48 H -2.98 -3.90 -2.99
49 H -2.43 -3.76 -1.32
50 Cl -5.79 0.85 -1.71
51 C -6.99 0.90 -0.41
52 Cl -8.19 2.18 -0.66
53 H -7.50 -0.05 -0.38
54 H -6.48 1.08 0.53
55 Cl -7.70 3.10 3.79
56 C -8.74 4.11 2.77
57 Cl -8.39 5.83 2.98
58 H -8.58 3.84 1.73
59 H -9.77 3.93 3.05
60 Cl 4.82 -1.24 -6.72
61 C 5.33 0.46 -6.71
62 Cl 5.05 1.22 -5.14
63 H 6.39 0.50 -6.93
64 H 4.76 0.99 -7.46
65 Cl 0.48 4.67 5.08
66 C 1.91 5.35 5.87
67 Cl 3.39 4.51 5.37
68 H 2.00 6.39 5.59
69 H 1.80 5.25 6.94
70 Cl 8.45 -0.85 -8.66
71 C 8.98 0.84 -8.65
72 Cl 8.70 1.60 -7.08
73 H 10.04 0.87 -8.87
74 H 8.42 1.38 -9.40
75 Cl 3.77 -6.49 2.59
76 C 3.00 -5.68 1.22
77 Cl 3.27 -3.93 1.26
78 H 3.43 -6.08 0.30
79 H 1.94 -5.87 1.26
80 Cl -10.25 -2.42 2.94
81 C -9.06 -1.42 2.09
82 Cl -9.46 -1.23 0.38
83 H -9.03 -0.44 2.55
84 H -8.09 -1.90 2.17
85 Cl 0.96 8.27 7.02
86 C -0.80 8.42 7.15
87 Cl -1.52 6.96 7.85
88 H -1.03 9.26 7.79
89 H -1.22 8.57 6.16
90 Cl -3.53 7.25 5.39
91 C -4.49 8.67 5.78
92 Cl -3.73 10.16 5.20
93 H -5.46 8.58 5.31
94 H -4.60 8.73 6.86
95 Cl 5.76 -11.28 2.25
96 C 6.17 -9.67 2.86
97 Cl 6.86 -8.64 1.59
98 H 5.27 -9.20 3.23
99 H 6.90 -9.77 3.65
100 Cl 9.58 -0.92 -11.83
101 C 9.29 -2.65 -11.72
102 Cl 10.54 -3.59 -12.54
103 H 9.28 -2.93 -10.67
104 H 8.33 -2.87 -12.18


A structure of composition C24H13FN6O5S6Ta. Source: the Open Molecules 2025 dataset; level of theory: ωB97M-V with the def2-TZVPD basis set.

Positions of all 56 atoms, in Å:
1 Ta 0.13 -0.18 1.46
2 O -0.23 1.79 2.18
3 N 0.32 2.82 1.66
4 N 1.10 2.49 0.72
5 O 1.23 1.23 0.42
6 C 1.80 3.46 -0.07
7 C 2.37 3.04 -1.26
8 C 3.04 3.98 -2.02
9 C 3.13 5.30 -1.60
10 C 2.54 5.69 -0.40
11 C 1.87 4.77 0.38
12 H 2.28 2.01 -1.56
13 H 3.49 3.67 -2.95
14 H 3.65 6.03 -2.21
15 H 2.62 6.72 -0.07
16 H 1.42 5.05 1.32
17 O 3.48 -4.31 5.89
18 C 2.84 -3.56 5.20
19 S 3.27 -1.85 4.96
20 C 1.91 -1.46 3.93
21 C 1.06 -2.46 3.62
22 S -0.41 -2.19 2.75
23 S 1.40 -4.04 4.29
24 S 1.61 0.17 3.44
25 F -6.19 0.77 1.07
26 C -4.86 0.54 1.21
27 C -3.96 1.45 0.69
28 C -2.61 1.20 0.85
29 C -2.11 0.05 1.49
30 C -3.08 -0.83 1.99
31 C -4.44 -0.60 1.86
32 H -4.32 2.34 0.19
33 H -1.93 1.94 0.45
34 H -2.79 -1.74 2.50
35 H -5.17 -1.29 2.26
36 O 0.25 -3.48 -0.62
37 S -0.92 -2.67 -0.73
38 O -2.07 -2.98 0.07
39 N -0.53 -1.02 -0.57
40 C -0.80 -0.33 -1.69
41 S -0.66 1.30 -1.96
42 C -1.31 -1.21 -2.79
43 C -1.67 -0.85 -4.08
44 C -2.11 -1.84 -4.94
45 C -2.21 -3.17 -4.53
46 C -1.85 -3.53 -3.24
47 C -1.41 -2.52 -2.40
48 H -1.59 0.19 -4.39
49 H -2.40 -1.58 -5.95
50 H -2.56 -3.92 -5.22
51 H -1.92 -4.55 -2.90
52 N 6.10 -1.99 0.08
53 C 4.97 -2.20 0.05
54 N 3.69 -2.53 -0.05
55 C 2.74 -1.85 0.41
56 N 1.78 -1.29 0.80

Results
Relative energy (zero: lowest compared OMol25 entry of this formula, charge and spin) (kcal per mole): 8.0
Charge: -1


A cluster of 2 separate species, C24H30N5O2 in total at a distorted geometry. Source: the Open Molecules 2025 dataset; level of theory: ωB97M-V with the def2-TZVPD basis set.

Positions of all 61 atoms, in Å:
1 C -4.49 -2.19 -3.46
2 N -3.17 -2.82 -3.46
3 C -3.10 -4.27 -3.58
4 C -2.11 -2.06 -3.16
5 C -0.79 -2.50 -3.06
6 C 0.30 -1.81 -2.56
7 C 1.65 -2.31 -2.77
8 C 2.75 -1.55 -2.32
9 C 4.06 -2.03 -2.41
10 C 4.32 -3.29 -2.96
11 C 3.25 -4.04 -3.48
12 C 1.94 -3.55 -3.42
13 H -5.27 -2.95 -3.46
14 H -4.57 -1.55 -2.57
15 H -4.62 -1.53 -4.33
16 H -4.13 -4.66 -3.54
17 H -2.66 -4.60 -4.53
18 H -2.51 -4.69 -2.77
19 H -2.34 -0.99 -3.01
20 H -0.59 -3.51 -3.42
21 H 0.19 -0.90 -1.95
22 H 2.54 -0.56 -1.90
23 H 4.88 -1.41 -2.03
24 H 5.33 -3.68 -3.00
25 H 3.45 -5.01 -3.94
26 H 1.16 -4.15 -3.88
27 C 1.14 -2.01 4.76
28 C 0.62 -1.54 3.42
29 O 0.23 -2.31 2.55
30 N 0.59 -0.14 3.29
31 C 0.81 0.67 4.48
32 C -0.05 1.91 4.47
33 N 0.07 2.62 3.22
34 C -0.48 3.94 3.23
35 C -0.04 4.72 2.02
36 N -0.23 3.98 0.79
37 C -0.54 4.71 -0.37
38 C -0.41 6.21 -0.20
39 O -0.92 4.19 -1.42
40 C -0.08 2.58 0.81
41 C -0.08 1.78 -0.35
42 N 0.13 0.45 -0.32
43 C 0.33 -0.17 0.84
44 C 0.34 0.51 2.07
45 C 0.13 1.91 2.04
46 H 2.02 -1.43 5.07
47 H 0.34 -1.92 5.51
48 H 1.40 -3.06 4.66
49 H 0.52 0.09 5.36
50 H 1.87 0.95 4.57
51 H -1.10 1.66 4.68
52 H 0.27 2.57 5.28
53 H -1.58 3.92 3.30
54 H -0.13 4.47 4.13
55 H -0.66 5.63 1.98
56 H 1.02 5.02 2.14
57 H 0.50 6.48 0.35
58 H -0.39 6.66 -1.19
59 H -1.29 6.61 0.33
60 H -0.26 2.20 -1.33
61 H 0.47 -1.24 0.78

Results
Charge: +1


A structure of composition C16H37GaIO6 at a distorted geometry. Source: the Open Molecules 2025 dataset; level of theory: ωB97M-V with the def2-TZVPD basis set.

Positions of all 61 atoms, in Å:
1 C 0.69 1.15 -4.46
2 C 0.07 -0.21 -4.71
3 C -1.37 -0.42 -4.16
4 I -1.20 -1.67 -2.39
5 Ga -2.52 1.28 -3.81
6 C -3.73 1.61 -5.43
7 C -4.71 0.47 -5.78
8 C -5.60 0.00 -4.64
9 C -5.04 -1.13 -3.81
10 O -5.47 -2.43 -4.32
11 C -4.41 -3.11 -4.80
12 O -4.30 -3.38 -5.93
13 H 1.75 1.12 -4.70
14 H 0.19 1.91 -5.05
15 H 0.56 1.41 -3.42
16 H 0.73 -0.94 -4.26
17 H 0.05 -0.45 -5.77
18 H -1.90 -1.00 -4.89
19 H -3.48 0.92 -2.55
20 H -1.67 2.57 -3.39
21 H -3.08 1.72 -6.29
22 H -4.31 2.52 -5.34
23 H -5.37 0.84 -6.56
24 H -4.19 -0.36 -6.25
25 H -6.52 -0.37 -5.09
26 H -5.90 0.81 -3.99
27 H -5.32 -1.00 -2.78
28 H -3.96 -1.10 -3.84
29 H -3.69 -3.45 -4.05
30 C 1.22 -0.34 2.57
31 O 2.15 -1.34 2.17
32 C 1.85 -1.89 0.89
33 C 2.71 -1.29 -0.20
34 O 2.44 0.09 -0.38
35 C 3.38 0.93 0.26
36 H 1.67 0.20 3.40
37 H 1.01 0.36 1.76
38 H 0.29 -0.81 2.91
39 H 0.79 -1.76 0.65
40 H 2.05 -2.97 0.94
41 H 2.49 -1.79 -1.14
42 H 3.78 -1.45 0.03
43 H 4.32 0.97 -0.32
44 H 3.60 0.61 1.28
45 H 2.96 1.94 0.29
46 C 3.96 1.88 8.52
47 O 3.19 0.73 8.79
48 C 1.87 0.80 8.28
49 C 1.72 0.05 6.97
50 O 2.49 0.64 5.93
51 C 3.71 -0.04 5.70
52 H 5.00 1.63 8.70
53 H 3.85 2.21 7.49
54 H 3.67 2.70 9.20
55 H 1.56 1.85 8.15
56 H 1.20 0.35 9.02
57 H 0.67 0.09 6.66
58 H 1.99 -1.00 7.10
59 H 3.52 -0.97 5.14
60 H 4.23 -0.28 6.63
61 H 4.34 0.60 5.09

Results
Relative energy (zero: lowest compared OMol25 entry of this formula, charge and spin) (kcal per mole): 8.7
Charge: -1


A structure of composition C5H12O. Source: the Open Molecules 2025 dataset; level of theory: ωB97M-V with the def2-TZVPD basis set.

Positions of all 18 atoms, in Å:
1 C 0.83 0.31 -1.76
2 C 0.65 0.21 -0.27
3 C 1.22 1.41 0.48
4 C -1.17 -0.89 -0.20
5 C -1.31 -1.56 1.14
6 O -1.07 0.62 0.06
7 H 0.66 -0.65 -2.24
8 H 0.12 1.04 -2.17
9 H 1.84 0.68 -1.99
10 H 1.03 -0.71 0.16
11 H 1.00 1.35 1.55
12 H 2.31 1.40 0.37
13 H 0.84 2.35 0.09
14 H -2.11 -1.01 -0.77
15 H -1.59 -2.61 1.01
16 H -2.08 -1.09 1.80
17 H -0.37 -1.55 1.72
18 H -1.36 0.84 0.97

Results
Relative energy (zero: lowest compared OMol25 entry of this formula, charge and spin) (kcal per mole): 125.7


A structure of composition C5H13N2 at a distorted geometry. Source: the Open Molecules 2025 dataset; level of theory: ωB97M-V with the def2-TZVPD basis set.

Positions of all 20 atoms, in Å:
1 C 0.93 1.20 0.01
2 C 1.54 -0.01 0.63
3 C 0.32 -0.07 -0.26
4 C 2.57 -0.82 -0.07
5 C -1.49 -0.29 0.39
6 N -2.25 -1.31 -0.18
7 N -1.98 1.08 -0.05
8 H 0.58 1.87 0.81
9 H 1.43 1.75 -0.84
10 H 1.28 -0.27 1.68
11 H 0.37 -0.45 -1.23
12 H 2.09 -1.79 -0.20
13 H 3.53 -0.76 0.53
14 H 2.67 -0.34 -1.10
15 H -1.36 -0.44 1.47
16 H -2.24 -2.27 0.13
17 H -2.24 -1.42 -1.25
18 H -1.42 1.20 -0.92
19 H -1.41 1.86 0.41
20 H -2.92 1.28 0.02

Results
Relative energy (zero: lowest compared OMol25 entry of this formula, charge and spin) (kcal per mole): 103.9
Charge: +1


The ion C4H9N5O2 with charge +2 at a distorted geometry. Source: the Open Molecules 2025 dataset; level of theory: ωB97M-V with the def2-TZVPD basis set.

Positions of all 20 atoms, in Å:
1 N -0.51 -0.29 3.15
2 C 0.14 -0.92 2.03
3 C -0.10 -0.11 0.71
4 N -0.46 1.13 0.80
5 O -0.47 1.84 1.93
6 N 0.14 -0.69 -0.50
7 C 0.10 0.03 -1.66
8 C 0.39 -0.51 -3.09
9 N 0.38 0.51 -3.84
10 O 0.01 1.57 -3.15
11 N -0.13 1.29 -1.92
12 H -0.01 -0.63 4.05
13 H -1.45 -0.60 3.28
14 H 1.32 -1.11 2.23
15 H -0.20 -2.06 1.81
16 H -0.53 1.80 -0.07
17 H -0.19 1.09 2.64
18 H 0.11 -1.64 -0.38
19 H 0.83 -1.49 -3.17
20 H 0.63 0.80 -4.83

Results
Relative energy (zero: lowest compared OMol25 entry of this formula, charge and spin) (kcal per mole): 51.2
Charge: +2


no.,HOMO energy (eV)
1,-5.2332
2,-8.7703
3,-5.3061
4,-9.9541
5,-4.7417
6,-6.5457
7,-13.2021
8,-17.6399